Density functional theory data (ωB97M-V with the def2-TZVPD basis set) for the molecule C2H5N3O at a distorted geometry.

```
11
Properties=species:S:1:pos:R:3:nbo_charge:R:1
C 1.875 0.559 1.360 -0.194
N 0.965 0.500 0.413 -0.154
N -0.250 0.065 0.944 -0.467
C -1.253 -0.405 0.152 0.177
N -1.331 -0.548 -1.159 -0.208
O -0.130 -0.212 -1.722 -0.554
H 1.686 0.626 2.424 0.165
H 2.754 0.991 0.854 0.202
H -0.309 0.017 1.987 0.373
H -2.022 -0.849 0.748 0.185
H -0.487 -0.126 -2.700 0.474
```

Properties
DFT total energy in eV: -8668.698
LUMO in eV: 0.86
SMILES: C=NN/C=N\O
Relative energy (zero: lowest compared OMol25 entry of this formula, charge and spin) in kJ/mol: 477.1
HOMO in eV: -8.05

Density functional theory data (ωB97M-V with the def2-TZVPD basis set) for the molecule C4H3BrN2O4 at a distorted geometry.

```
14
Properties=species:S:1:pos:R:3:nbo_charge:R:1
C -1.625 0.459 -0.123 0.634
C 0.422 -0.058 -1.281 0.614
C -0.803 0.805 1.068 -0.370
C 1.086 0.050 0.097 -0.109
N -0.873 0.280 -1.315 -0.638
N 1.376 -1.222 0.749 0.477
O -2.841 0.416 -0.231 -0.527
O 1.019 -0.534 -2.230 -0.529
O 0.475 -2.037 0.621 -0.383
O 2.388 -1.326 1.354 -0.314
Br 2.416 1.314 0.387 0.186
H -0.520 1.814 0.862 0.238
H -1.104 0.375 2.087 0.274
H -1.415 -0.336 -2.048 0.450
```

Properties
DFT total energy in eV: -85403.894
LUMO (spin up / spin down) in eV: -1.80 / -1.79
Relative energy (zero: lowest compared OMol25 entry of this formula, charge and spin) in kJ/mol: 219.8
HOMO (spin up / spin down) in eV: -10.26 / -10.25

Density functional theory data (ωB97M-V with the def2-TZVPD basis set) for the ion C9H14NS with charge +1 at a distorted geometry.

```
25
Properties=species:S:1:pos:R:3:nbo_charge:R:1
C -1.837 0.130 -1.451 0.316
C -0.555 0.044 -1.792 -0.258
C -3.054 0.018 -1.088 -0.471
C 1.850 0.068 -1.040 -0.433
C 2.023 0.922 -2.274 -0.525
C -0.357 -0.006 -3.212 -0.162
C 0.464 0.121 -0.511 0.001
C 0.155 -0.124 2.633 -0.629
C -0.759 -0.455 1.497 -0.235
N -0.004 -0.860 0.327 -0.619
S 1.233 0.231 -3.742 0.549
H -3.744 0.842 -1.187 0.280
H -3.387 -0.819 -0.529 0.279
H 2.105 -0.971 -1.498 0.218
H 2.499 0.255 -0.181 0.260
H 1.699 1.919 -2.103 0.244
H 2.992 0.899 -2.765 0.257
H -1.154 -0.273 -3.933 0.278
H 0.256 1.092 -0.078 0.222
H 0.317 0.928 2.551 0.201
H -0.248 -0.206 3.605 0.234
H 1.149 -0.622 2.488 0.222
H -1.529 0.332 1.450 0.187
H -1.549 -1.264 1.728 0.205
H -0.316 -1.652 -0.058 0.379
```

Properties
DFT total energy in eV: -21874.782
LUMO in eV: -5.63
Relative energy (zero: lowest compared OMol25 entry of this formula, charge and spin) in kJ/mol: 329.4
HOMO in eV: -12.54
Total charge: +1

Density functional theory data (ωB97M-V with the def2-TZVPD basis set) for a cluster of 2 separate species, C9H8N2O2S in total at a distorted geometry.

```
22
Properties=species:S:1:pos:R:3:nbo_charge:R:1
H 2.008 1.081 2.023 0.391
N 2.343 1.136 1.023 -0.625
C 3.206 0.366 0.549 0.449
O 4.044 -0.445 1.229 -0.655
C 3.405 0.365 -0.867 -0.254
S 4.373 -0.777 -1.697 0.029
H 4.529 -0.864 0.523 0.486
H 3.069 1.153 -1.467 0.228
O 1.022 2.605 -0.670 -0.530
C 0.604 1.601 -0.222 0.917
N 0.129 0.521 0.062 -0.596
C -1.180 -0.018 0.054 0.143
C -1.455 -0.919 -0.935 -0.235
C -2.731 -1.493 -1.093 -0.199
C -3.714 -1.029 -0.187 -0.241
C -3.432 -0.137 0.876 -0.198
C -2.146 0.427 0.994 -0.234
H -0.577 -1.150 -1.595 0.224
H -2.805 -2.108 -2.044 0.234
H -4.633 -1.526 0.072 0.217
H -4.293 0.075 1.532 0.222
H -1.767 1.139 1.840 0.229
```

Properties
DFT total energy in eV: -27370.472
LUMO in eV: -1.78
SMILES: [H]/N=C(\O)C=S.O=C=Nc1ccccc1
Relative energy (zero: lowest compared OMol25 entry of this formula, charge and spin) in kJ/mol: 327.5
HOMO in eV: -8.81

Density functional theory data (ωB97M-V with the def2-TZVPD basis set) for a cluster of 2 separate species, C7H10 in total.

```
17
Properties=species:S:1:pos:R:3:nbo_charge:R:1
C 1.351 -0.646 0.590 -0.195
C 0.900 -0.218 -0.605 0.023
C -0.265 -0.232 -1.582 -0.256
C -1.496 -0.063 -0.727 -0.410
C -0.654 1.144 -0.998 -0.212
C 0.671 1.185 -0.193 -0.249
C 1.019 0.694 1.256 -0.419
H 1.624 -1.611 1.008 0.203
H -0.316 -0.596 -2.603 0.231
H -2.440 -0.082 -1.267 0.223
H -1.542 -0.505 0.266 0.215
H -1.059 1.996 -1.537 0.219
H 1.365 1.925 -0.600 0.213
H 0.120 0.594 1.878 0.211
H 1.779 1.250 1.819 0.202
H -0.541 -2.166 1.920 -0.006
H -0.516 -2.668 1.374 0.007
```

Properties
DFT total energy in eV: -7415.534
LUMO in eV: 1.14
SMILES: C1=C2[C@H]3C[C@H]3[C@H]2C1.[H][H]
Relative energy (zero: lowest compared OMol25 entry of this formula, charge and spin) in kJ/mol: 530.8
HOMO in eV: -8.58

Density functional theory data (ωB97M-V with the def2-TZVPD basis set) for a structure of composition C36H30N5O7PdS at a distorted geometry.

```
80
Properties=species:S:1:pos:R:3:lowdin_charge:R:1
Pd -0.031 0.053 0.060 1.189
C 1.317 1.907 -6.387 -0.038
C 2.011 0.585 -6.250 -0.213
C 2.660 -0.010 -7.315 -0.049
C 3.286 -1.244 -7.180 -0.089
C 3.271 -1.891 -5.954 -0.088
C 2.634 -1.317 -4.874 -0.034
C 1.996 -0.083 -5.014 -0.199
N 1.365 0.542 -3.938 0.149
C 0.832 -0.040 -2.815 -0.336
N 0.302 -1.274 -2.977 0.144
C -0.261 -2.133 -2.020 -0.196
C -0.212 -1.863 -0.638 -0.120
C -0.720 -2.855 0.206 -0.104
C -1.313 -4.008 -0.276 -0.080
C -1.386 -4.226 -1.639 -0.061
C -0.841 -3.313 -2.521 -0.225
C -0.890 -3.600 -3.997 -0.051
N 0.762 0.631 -1.703 0.023
C 1.447 1.876 -1.633 -0.284
C 0.715 3.052 -1.778 -0.036
C 1.345 4.278 -1.674 -0.070
C 2.708 4.331 -1.439 -0.068
C 3.439 3.160 -1.311 -0.034
C 2.829 1.918 -1.405 -0.222
C 3.596 0.643 -1.223 -0.020
H 1.299 2.229 -7.425 0.078
H 1.821 2.676 -5.798 0.088
H 0.291 1.837 -6.027 0.087
H 2.678 0.491 -8.271 0.109
H 3.787 -1.693 -8.024 0.098
H 3.770 -2.840 -5.831 0.103
H 2.645 -1.804 -3.910 0.115
H 1.513 1.539 -3.844 0.137
H 0.271 -1.598 -3.933 0.114
H -0.642 -2.739 1.276 0.081
H -1.739 -4.730 0.403 0.101
H -1.862 -5.118 -2.022 0.105
H -1.427 -4.527 -4.183 0.076
H 0.113 -3.709 -4.408 0.078
H -1.404 -2.809 -4.542 0.084
H -0.353 2.981 -1.924 0.124
H 0.768 5.184 -1.772 0.109
H 3.198 5.286 -1.339 0.106
H 4.501 3.211 -1.114 0.110
H 4.624 0.853 -0.940 0.080
H 3.607 0.058 -2.144 0.068
H 3.119 0.046 -0.438 0.083
O 1.413 1.392 1.201 0.000
C 0.563 2.338 1.141 -0.603
O -0.518 2.161 0.509 -0.086
C 0.865 3.653 1.695 -0.174
C -0.069 4.687 1.521 -0.034
C 0.220 5.957 1.941 -0.015
C 1.452 6.219 2.570 -0.193
C 2.387 5.182 2.752 -0.018
C 2.094 3.917 2.316 -0.035
N 1.748 7.505 3.021 -0.433
O 2.828 7.698 3.614 -0.075
O 0.928 8.422 2.819 -0.074
H -1.011 4.433 1.056 0.114
H -0.473 6.776 1.810 0.100
H 3.323 5.420 3.238 0.099
H 2.789 3.099 2.437 0.109
O 0.891 -1.527 2.914 0.063
C -0.238 -1.056 2.871 -0.544
N -0.712 -0.295 1.876 -0.215
S -2.292 0.065 1.962 0.640
O -2.596 1.441 2.226 -0.273
O -2.917 -0.514 0.790 -0.318
C -2.554 -0.837 3.496 -0.182
C -3.637 -0.943 4.337 -0.040
C -3.466 -1.566 5.570 -0.072
C -2.223 -2.065 5.946 -0.074
C -1.134 -1.943 5.104 -0.001
C -1.300 -1.306 3.881 -0.126
H -4.599 -0.552 4.044 0.117
H -4.301 -1.652 6.250 0.101
H -2.108 -2.544 6.909 0.101
H -0.159 -2.312 5.379 0.120
```

Properties
DFT total energy in eV: -73916.136
2S+1: 3
LUMO (spin up / spin down) in eV: 1.85 / 0.21
Relative energy (zero: lowest compared OMol25 entry of this formula, charge and spin) in kJ/mol: 148.4
HOMO (spin up / spin down) in eV: -2.04 / -5.62
Total charge: -1

Density functional theory data (ωB97M-V with the def2-TZVPD basis set) for a cluster of 2 separate species, C3H8N2O in total at a distorted geometry.

```
14
Properties=species:S:1:pos:R:3:nbo_charge:R:1
H 1.986 -0.272 -1.848 0.365
N 1.436 -0.361 -1.002 -0.817
C 1.810 -1.217 -0.098 0.312
N 1.061 -1.360 0.998 -0.795
H 2.723 -1.874 -0.278 0.165
H 0.450 -0.514 1.017 0.423
H 1.583 -1.748 1.736 0.396
C -2.474 1.157 0.445 -0.717
C -1.452 0.957 -0.346 0.256
O -0.285 1.508 -0.186 -0.736
H -2.880 0.145 0.741 0.211
H -3.218 2.020 0.522 0.245
H -1.358 0.380 -1.249 0.153
H 0.617 1.179 -0.453 0.539
```

Properties
DFT total energy in eV: -8264.597
LUMO in eV: 0.74
SMILES: [H]/N=C/N.C=CO
Relative energy (zero: lowest compared OMol25 entry of this formula, charge and spin) in kJ/mol: 456.3
HOMO in eV: -7.20

Density functional theory data (ωB97M-V with the def2-TZVPD basis set) for the molecule C5H8O2S at a distorted geometry.

```
16
Properties=species:S:1:pos:R:3:nbo_charge:R:1
O 0.145 2.082 -0.355 -0.689
C 0.542 0.836 0.110 0.208
C 1.831 0.290 -0.447 -0.084
O 1.847 -1.110 -0.106 -0.524
C 0.478 -1.539 -0.183 -0.080
C -0.373 -0.353 0.248 -0.215
S -2.111 -0.278 -0.311 -0.002
C 0.090 0.406 1.474 -0.430
H -0.414 2.002 -1.128 0.478
H 2.742 0.697 -0.043 0.200
H 1.833 0.428 -1.541 0.171
H 0.173 -1.892 -1.165 0.186
H 0.436 -2.423 0.565 0.192
H -2.529 -0.925 0.701 0.120
H -0.627 1.033 1.949 0.242
H 0.823 -0.094 2.114 0.228
```

Properties
DFT total energy in eV: -20243.331
LUMO in eV: 0.64
SMILES: O[C@]12COC[C@@]1(S)C2
Relative energy (zero: lowest compared OMol25 entry of this formula, charge and spin) in kJ/mol: 154.1
HOMO in eV: -9.50

Density functional theory data (ωB97M-V with the def2-TZVPD basis set) for a structure of composition C7H3NO4PbS at a distorted geometry.

```
17
Properties=species:S:1:pos:R:3:nbo_charge:R:1
O 0.248 -3.219 -1.277 -0.330
C 0.343 -2.101 -1.489 0.463
Pb 1.288 0.433 -1.043 1.472
O -3.663 0.314 -3.494 -0.424
C -2.799 0.372 -2.733 0.444
C 3.382 0.436 -2.549 0.427
O 4.176 0.419 -3.409 -0.300
C 0.314 3.184 -1.288 0.466
O 0.208 4.326 -1.073 -0.351
S -2.036 -0.607 2.801 0.570
C -0.307 -1.008 3.323 -0.326
C 0.618 -0.685 2.353 -0.091
N -0.008 -0.089 1.242 -0.644
C -1.358 0.016 1.370 -0.160
H -0.112 -1.503 4.270 0.280
H 1.733 -0.769 2.399 0.250
H -2.025 0.480 0.597 0.255
```

Properties
DFT total energy in eV: -33050.513
LUMO in eV: -10.12
Relative energy (zero: lowest compared OMol25 entry of this formula, charge and spin) in kJ/mol: 45.7
HOMO in eV: -16.59
Total charge: +2

Density functional theory data (ωB97M-V with the def2-TZVPD basis set) for a cluster of 10 separate species, C16H36O18 in total at a distorted geometry.

```
70
Properties=species:S:1:pos:R:3:nbo_charge:R:1
C -0.448 0.002 -4.122 -0.653
C 1.060 -0.005 -4.225 0.068
C 1.780 1.308 -3.976 -0.101
O 2.654 1.043 -2.897 -0.465
C 2.357 -0.139 -2.356 0.998
O 2.817 -0.553 -1.343 -0.619
O 1.591 -0.874 -3.183 -0.509
H -0.881 0.880 -4.602 0.227
H -0.753 0.072 -3.074 0.259
H -0.917 -0.925 -4.452 0.212
H 1.407 -0.376 -5.190 0.189
H 1.075 2.090 -3.670 0.198
H 2.192 1.739 -4.888 0.203
C 0.599 0.817 3.411 -0.640
C 0.943 0.187 2.076 0.063
C 0.134 -1.056 1.644 -0.106
O -0.532 -0.676 0.446 -0.495
C -0.081 0.547 0.081 0.986
O -0.370 1.070 -0.945 -0.635
O 0.601 1.143 1.044 -0.482
H 1.326 1.630 3.498 0.235
H 0.698 0.137 4.249 0.224
H -0.353 1.350 3.472 0.213
H 2.020 0.063 2.169 0.213
H -0.505 -1.387 2.453 0.219
H 0.929 -1.762 1.409 0.193
C 0.235 -4.441 -3.871 -0.645
C 0.258 -3.611 -2.613 0.042
C -1.122 -3.527 -1.947 -0.102
O -0.842 -3.449 -0.551 -0.469
C 0.356 -3.996 -0.371 0.986
O 0.895 -4.213 0.679 -0.635
O 0.986 -4.248 -1.527 -0.491
H -0.384 -4.118 -4.707 0.231
H 0.038 -5.472 -3.584 0.229
H 1.223 -4.373 -4.339 0.228
H 0.743 -2.637 -2.694 0.235
H -1.862 -4.295 -2.164 0.193
H -1.542 -2.602 -2.355 0.200
C -3.822 2.281 0.219 -0.624
C -4.204 3.419 -0.759 0.077
C -5.596 4.073 -0.510 -0.095
O -5.277 5.468 -0.574 -0.501
C -3.936 5.670 -0.549 0.976
O -3.379 6.716 -0.509 -0.566
O -3.324 4.489 -0.563 -0.486
H -2.843 1.880 -0.039 0.238
H -4.590 1.510 0.138 0.207
H -3.784 2.643 1.245 0.217
H -4.064 3.042 -1.776 0.176
H -5.864 3.874 0.531 0.178
H -6.389 3.673 -1.133 0.203
O 2.537 -0.651 6.123 -0.979
H 2.691 -1.311 5.399 0.503
H 1.582 -0.599 6.214 0.451
O 0.200 -3.683 3.464 -0.981
H 0.450 -4.126 2.635 0.504
H -0.483 -4.240 3.852 0.474
O 3.438 -1.879 1.349 -0.968
H 2.916 -1.759 0.542 0.504
H 4.283 -2.222 1.040 0.490
O 2.996 3.606 3.464 -0.951
H 3.416 3.159 4.209 0.482
H 2.800 4.491 3.793 0.472
O 2.955 -2.350 4.019 -0.997
H 3.103 -2.170 3.057 0.507
H 2.245 -3.009 4.012 0.493
O 0.986 4.518 1.236 -0.944
H 1.377 3.792 0.737 0.475
H 1.254 4.356 2.146 0.469
```

Properties
DFT total energy in eV: -54032.132
LUMO in eV: 0.20
SMILES: C[C@H]1COC(=O)O1.C[C@H]1COC(=O)O1.C[C@H]1COC(=O)O1.C[C@H]1COC(=O)O1.O.O.O.O.O.O
Relative energy (zero: lowest compared OMol25 entry of this formula, charge and spin) in kJ/mol: 0.0
HOMO in eV: -10.26

Density functional theory data (ωB97M-V with the def2-TZVPD basis set) for a cluster of 12 separate species, C5H35NO13 in total at a distorted geometry.

```
54
Properties=species:S:1:pos:R:3:nbo_charge:R:1
C 2.778 0.696 -0.864 -0.135
O 1.893 0.512 0.257 -0.835
C 2.139 0.627 -2.183 -0.333
C 1.529 -0.618 -2.747 -0.442
C 0.012 -0.694 -2.666 -0.419
C -0.513 -0.624 -1.216 -0.083
O -0.675 0.756 -0.808 -0.817
N 1.817 1.902 -2.842 -0.694
H 3.561 -0.094 -0.841 0.185
H 3.225 1.684 -0.652 0.158
H 1.486 -0.360 0.223 0.496
H 0.225 1.076 -0.532 0.520
H 1.784 -0.957 -3.779 0.177
H 1.807 -1.502 -2.194 0.233
H -0.571 0.097 -3.254 0.179
H -0.210 -1.642 -3.127 0.214
H -1.499 -0.982 -1.159 0.189
H 0.135 -1.205 -0.610 0.161
H 2.091 2.601 -2.129 0.447
H 2.446 2.147 -3.598 0.385
H 0.784 1.882 -3.086 0.439
H 2.419 1.485 3.302 0.472
H 2.406 0.665 1.997 0.505
O 2.211 0.605 2.978 -0.978
H -1.103 0.461 2.856 0.493
H 0.408 0.740 2.925 0.472
O -0.336 0.461 3.462 -0.983
H -0.752 3.659 -2.422 0.485
H -2.030 2.764 -2.932 0.495
O -1.188 3.176 -3.120 -0.973
H -3.183 -1.457 1.183 0.480
H -4.528 -2.105 1.230 0.481
O -4.015 -1.509 0.669 -0.958
H -0.539 -1.089 1.373 0.481
H 0.583 -0.855 2.498 0.522
O 0.180 -1.537 1.847 -0.969
H -1.058 -4.724 0.285 0.482
H -2.166 -3.683 0.888 0.512
O -1.321 -3.826 0.470 -0.989
H -1.599 -2.779 3.570 0.478
H -1.172 -2.207 2.219 0.488
O -1.896 -2.772 2.659 -1.022
H -2.988 0.171 0.966 0.498
H -1.668 1.057 0.689 0.518
O -2.182 0.524 1.334 -1.026
H -1.699 3.284 1.401 0.486
H -0.750 3.240 2.634 0.499
O -0.776 3.264 1.675 -0.976
H 0.420 -3.805 -0.365 0.503
H 1.561 -4.712 -1.144 0.480
O 0.992 -3.948 -1.119 -0.987
H 0.367 3.511 0.024 0.506
H 1.703 2.822 0.332 0.489
O 1.150 3.119 -0.398 -0.986
```

Properties
DFT total energy in eV: -33857.256
LUMO in eV: 0.05
Relative energy (zero: lowest compared OMol25 entry of this formula, charge and spin) in kJ/mol: 535.2
HOMO in eV: -5.74

Density functional theory data (ωB97M-V with the def2-TZVPD basis set) for the molecule C4H12N2 at a distorted geometry.

```
18
Properties=species:S:1:pos:R:3:nbo_charge:R:1
C 0.390 -1.575 0.402 -0.613
C 0.811 -0.281 -0.295 -0.242
C 0.165 -0.176 -1.678 -0.603
C 0.590 0.991 0.558 -0.231
N -0.563 1.029 1.465 -0.470
N -1.816 1.105 0.780 -0.675
H 0.752 -2.445 -0.156 0.216
H 0.805 -1.633 1.413 0.206
H -0.700 -1.664 0.470 0.198
H 1.894 -0.353 -0.466 0.198
H -0.922 -0.079 -1.626 0.194
H 0.392 -1.065 -2.277 0.206
H 0.558 0.692 -2.220 0.208
H 1.474 1.106 1.199 0.195
H 0.589 1.882 -0.083 0.189
H -0.523 0.255 2.134 0.355
H -1.880 1.926 0.176 0.350
H -2.015 0.285 0.203 0.321
```

Properties
DFT total energy in eV: -7321.712
LUMO in eV: 1.01
SMILES: CC(C)CNN
Relative energy (zero: lowest compared OMol25 entry of this formula, charge and spin) in kJ/mol: 127.0
HOMO in eV: -8.46